Record 1
A structure of composition C17H68BF8N2O25S4V at a distorted geometry, computed with wB97M-V/def2-TZVPD.

Computed properties:
HOMO energy (alpha / beta)   -9.76 / -9.76 eV
⟨S²⟩   2.0097
Gap between HOMO and LUMO (alpha / beta)   6.671 / 7.396 eV

The geometry in ORCA input format:
```
! wB97M-V def2-TZVPD RIJCOSX def2/J DEFGRID3
* xyz 0 3
V 1.67959 -1.56624 0.88410
B 4.28007 -3.54321 0.07601
F 4.56790 -2.72822 -0.96309
F 5.36024 -3.84509 0.92503
F 3.34989 -2.94212 0.84342
F 3.72669 -4.68193 -0.44411
N 0.23568 -0.37341 0.24791
S -0.18182 0.63220 -0.99423
O -0.11201 2.07330 -0.76071
O -1.09872 0.07904 -1.92308
F 1.18092 0.37588 -1.73481
S -1.16753 0.22478 1.11779
O -2.44814 -0.10917 0.59863
O -1.00791 1.43835 1.86511
F -1.06714 -0.91060 2.21622
N 2.28211 -1.19991 2.66760
S 2.48899 0.08505 3.61054
O 3.84825 0.53117 3.76756
O 1.45626 0.46276 4.57397
F 1.99104 1.00278 2.38704
S 2.97119 -2.12173 4.07159
O 2.14715 -2.10668 5.28706
O 4.42488 -2.19866 4.05330
F 2.51734 -3.56046 3.49124
C -2.20286 -5.95528 -1.87333
O -2.48547 -4.57887 -1.89000
H -1.94163 -6.47052 -2.79765
H -1.39909 -6.02193 -1.14010
H -3.12891 -6.45024 -1.58082
H -2.84297 -4.29230 -1.04640
C 3.35703 -1.75354 -4.76249
O 3.78664 -2.07502 -3.38695
H 2.31195 -2.01536 -4.92786
H 3.40697 -0.71718 -5.09653
H 3.76979 -2.49451 -5.44711
H 4.71530 -2.30131 -3.47642
C 0.90372 -2.77389 -2.06101
O 1.86756 -2.22341 -1.21815
H -0.09237 -2.58283 -1.66174
H 0.95080 -2.19196 -2.98147
H 0.96612 -3.83065 -2.32077
H 2.62796 -2.31543 -1.79687
C 0.61959 -4.46215 1.47495
O 0.37127 -3.07027 1.48110
H 0.56813 -4.96166 2.44240
H -0.13493 -4.94505 0.85399
H 1.58549 -4.64016 1.00225
H -0.53448 -3.09989 1.79786
C -2.94488 -2.13799 -3.84928
O -1.72518 -2.78896 -3.72834
H -3.00458 -1.05272 -3.93129
H -3.42343 -2.51977 -4.75114
H -3.55411 -2.30144 -2.96035
H -1.87966 -3.56731 -3.18807
C -2.41951 1.37903 5.48731
O -3.56385 0.55960 5.34539
H -2.71147 2.41259 5.67332
H -1.89104 1.04813 6.38136
H -1.69546 1.39730 4.67274
H -4.24331 0.80110 5.97912
C -0.52632 4.96630 2.29562
O -1.47839 5.15576 3.33273
H 0.13791 5.82600 2.38413
H -0.01841 4.01204 2.43531
H -1.04442 4.87161 1.34132
H -2.19858 4.56343 3.10454
C 1.81537 5.35743 -1.71657
O 3.06122 5.85367 -1.36146
H 1.70010 4.37665 -1.25516
H 0.99993 5.99243 -1.37028
H 1.77964 5.36184 -2.80598
H 3.11721 6.61516 -1.94335
C -4.55476 2.44851 2.13595
O -4.45705 2.72486 3.49326
H -5.07020 3.26062 1.62320
H -3.58568 2.35794 1.64525
H -4.99725 1.47308 1.93391
H -4.18936 2.01800 4.08510
C 0.80439 3.79821 5.98576
O 0.51767 3.90588 7.36672
H 0.24467 2.98078 5.53121
H 0.43729 4.62214 5.37381
H 1.87038 3.63399 5.82837
H 0.81824 4.76767 7.66433
C -0.50209 -0.23960 -6.05498
O -0.29098 -1.59868 -5.80875
H -0.16769 -0.01967 -7.06884
H -1.55330 0.01047 -5.91165
H 0.11717 0.42786 -5.45571
H -0.96641 -1.78804 -5.15336
C 3.89635 1.75425 -2.83393
O 3.65859 2.16651 -1.49797
H 3.10573 2.17356 -3.45618
H 4.85593 2.10860 -3.21040
H 3.74754 0.67678 -2.90465
H 4.07422 3.01880 -1.34811
C 4.59066 -0.04271 0.70732
O 3.32338 -0.22785 0.19686
H 4.64582 0.87925 1.28615
H 4.64851 -0.81474 1.47461
H 5.33750 -0.37436 -0.01403
H 3.18158 0.37008 -0.54069
C -1.62919 -2.82422 4.44137
O -1.82639 -3.62566 3.28296
H -2.35854 -3.19766 5.16019
H -0.68996 -2.94905 4.98024
H -1.73996 -1.74263 4.36404
H -2.04396 -4.54496 3.45364
C -3.45583 3.85514 -1.35088
O -3.34930 5.13849 -0.79252
H -3.09413 3.75188 -2.37391
H -2.93110 3.19222 -0.66292
H -4.50262 3.55147 -1.36097
H -2.77550 5.59597 -1.41145
C -4.11673 -2.89247 0.52760
O -3.15447 -3.77780 0.81952
H -3.84757 -1.83662 0.49902
H -4.57647 -3.21574 -0.40634
H -4.86913 -2.93958 1.31485
H -2.76578 -3.52092 1.65888
C -0.58149 3.70628 -6.22286
O -0.25021 2.77740 -7.26853
H -1.62706 3.91837 -6.44627
H -0.59493 3.19975 -5.25779
H -0.03074 4.63911 -6.10213
H 0.51093 2.29269 -6.94091
*
```

=====

Record 2
A structure of composition C17H7Cl2N2NaO2 at a distorted geometry, computed with wB97M-V/def2-TZVPD.

Computed properties:
HOMO energy   -6.60 eV
Gap between HOMO and LUMO   4.381 eV

The geometry in ORCA input format:
```
! wB97M-V def2-TZVPD RIJCOSX def2/J DEFGRID3
* xyz 0 1
N 3.31501 -0.27968 2.51784
C 2.27896 0.18820 2.24114
C 1.02508 0.77805 1.92761
C -0.08991 0.44162 2.64355
C -0.09671 -0.68760 3.51671
N -0.10783 -1.61027 4.23893
C -1.35362 1.18810 2.53202
O -2.40464 0.73594 2.98680
C -1.27387 2.48282 1.79843
Cl -2.59737 3.53647 1.97717
C -0.19141 2.79177 1.02602
Cl -0.15896 4.13397 -0.01632
C 1.04991 1.96824 1.04713
O 2.05242 2.23917 0.39617
C 1.94501 -0.26574 -1.93075
Na -1.51849 -3.86415 -1.68245
C 2.25259 -0.73075 -0.62888
C 1.06132 -1.20295 -0.02082
C -0.01688 -1.04884 -0.94709
C 0.54658 -0.52640 -2.17826
C -0.26585 -0.50497 -3.32037
C -1.58054 -0.96259 -3.23467
C -2.17150 -1.26693 -2.00066
C -1.39528 -1.30135 -0.83484
H 2.63398 0.19272 -2.63468
H 3.24139 -0.70484 -0.17659
H 0.94947 -1.72743 0.92872
H 0.15305 -0.14744 -4.26043
H -2.19851 -0.99758 -4.13768
H -3.25726 -1.41224 -1.93879
H -1.82612 -1.43531 0.16504
*
```

=====

Record 3
A structure of composition C17H8AsN2O2ReS4 at a distorted geometry, computed with wB97M-V/def2-TZVPD.

Computed properties:
HOMO energy   -14.97 eV
Gap between HOMO and LUMO   5.485 eV
Energy above the lowest of the compared OMol25 structures with the same formula, charge and spin   0.0 kcal/mol

The geometry in ORCA input format:
```
! wB97M-V def2-TZVPD RIJCOSX def2/J DEFGRID3
* xyz 2 1
Re -0.10371 1.70729 -0.15638
S 0.26115 6.33080 -2.53196
As 0.15639 4.63377 -1.27459
S 1.21217 3.27059 0.25629
S -1.07442 2.85271 -1.72289
S -0.84557 6.39407 -0.60174
O -0.98841 2.97654 3.22943
C -1.51923 2.02417 2.78511
N -1.15508 1.53919 1.46511
C -1.98166 0.48631 1.10916
O -1.77782 0.08103 -0.04010
C -2.87649 0.15945 2.26153
C -3.86830 -0.77377 2.48723
C -4.45711 -0.81056 3.77006
C -4.11873 0.10007 4.76306
C -3.17776 1.10007 4.47766
C -2.55129 1.12159 3.23487
H -4.07619 -1.53768 1.73287
H -5.16168 -1.59833 4.01134
H -4.56240 0.00375 5.76741
H -2.80770 1.82721 5.16707
N 5.55629 -4.67054 -5.04560
C 4.92835 -4.06032 -4.29037
C 4.04680 -3.18225 -3.52181
C 3.72887 -1.93153 -4.10426
C 2.84444 -1.08821 -3.44107
C 2.31319 -1.47893 -2.21358
C 2.70688 -2.67359 -1.59629
C 3.61236 -3.48372 -2.23922
C 1.60789 -0.53165 -1.50184
C 0.96190 0.32075 -0.87685
H 4.12511 -1.58328 -5.03655
H 2.66532 -0.14308 -3.92459
H 2.46581 -2.93120 -0.57027
H 3.91063 -4.45070 -1.82824
*
```

=====

| no. | E_tot (hartree) |
| --- | --- |
| 1 | -6039.3347 |
| 2 | -1994.5941 |
| 3 | -4818.7564 |